(1)
{"formula": "C2H8FN2PS", "method": "ωB97M-V/def2-TZVPD", "species": ["C", "C", "N", "P", "N", "F", "S", "H", "H", "H", "H", "H", "H", "H", "H"], "positions_angstrom": [[1.2781, 1.2368, -0.1031], [1.2728, -0.2723, -0.5551], [-0.0024, -0.6973, -0.9519], [-1.4102, -0.4956, -0.0745], [-0.9078, -0.9827, 1.4690], [-2.2842, -1.7811, -0.4996], [-2.7453, 1.5794, -0.5323], [0.4300, 1.2744, 0.6104], [2.1704, 1.6368, 0.4359], [0.9027, 1.8500, -0.8525], [2.1702, -0.7519, -1.1597], [1.4646, -0.8504, 0.4610], [-0.2563, -0.4667, -1.8720], [-0.3065, -0.1970, 1.7321], [-1.7762, -1.0823, 1.8923]], "atomic_forces_ev_per_a": [[0.1, -1.8, 1.4], [3.7, -1.1, 3.7], [-2.1, -0.6, -0.2], [-1.6, 1.0, -1.1], [1.4, 1.0, -3.0], [0.7, 1.3, 0.3], [2.3, -3.5, 0.9], [0.5, 0.2, 0.0], [-0.5, -0.5, -0.8], [-0.1, 1.4, -1.7], [-2.1, 1.5, 0.5], [-0.2, 0.9, -1.8], [0.0, 0.4, -1.8], [-0.5, -0.4, 1.1], [-1.5, 0.1, 2.3]], "smiles": "CCN[P@](N)(F)=S", "max_force_ev_per_a": 5.35, "e_tot_ha": -1029.8965, "lumo_energy_ha": -0.0095, "gap_ev": 8.14, "e_above_lowest_kj_mol": 261.0}



(2)
{"formula": "C43H47CrN6O6", "method": "ωB97M-V/def2-TZVPD", "species": ["Cr", "C", "N", "C", "C", "C", "N", "C", "C", "C", "C", "C", "C", "C", "O", "C", "C", "C", "N", "C", "C", "C", "C", "C", "C", "C", "O", "H", "H", "H", "H", "H", "H", "H", "H", "H", "H", "H", "H", "H", "H", "H", "H", "H", "H", "H", "H", "H", "H", "H", "H", "H", "O", "C", "N", "C", "O", "C", "C", "C", "C", "N", "C", "H", "H", "H", "H", "H", "H", "H", "H", "C", "C", "C", "C", "C", "C", "N", "C", "C", "C", "C", "C", "C", "C", "O", "O", "C", "C", "H", "H", "H", "H", "H", "H", "H", "H", "H", "H", "H", "H", "H", "H"], "positions_angstrom": [[-0.1193, -0.3604, -0.0059], [-1.6115, -2.0526, 2.3970], [-0.3001, -1.7235, 1.8210], [0.5544, -1.0957, 2.8589], [0.2367, 0.3505, 3.2872], [-0.8057, 1.1651, 2.5278], [-0.5959, 1.2480, 1.0870], [-0.6927, 2.4250, 0.5645], [-0.5998, 2.7921, -0.8135], [-0.8798, 4.1266, -1.1548], [-0.7671, 4.5887, -2.4414], [-0.3371, 3.7105, -3.4437], [-0.0357, 2.4051, -3.1447], [-0.1571, 1.8973, -1.8285], [0.1185, 0.6518, -1.6106], [0.3632, -3.0012, 1.4650], [-0.3643, -3.8900, 0.4520], [-0.6767, -3.1898, -0.8896], [0.2208, -2.0635, -1.0492], [1.2710, -2.2234, -1.7911], [2.4652, -1.4661, -1.6830], [3.5361, -1.6999, -2.5710], [4.7752, -1.1725, -2.3384], [4.9915, -0.3969, -1.1831], [3.9821, -0.1582, -0.2906], [2.6771, -0.6579, -0.5206], [1.7421, -0.4556, 0.3401], [-1.5221, -2.8810, 3.1101], [-2.3111, -2.3420, 1.6135], [-2.0200, -1.2006, 2.9329], [1.5682, -1.0856, 2.4667], [0.5379, -1.7377, 3.7506], [1.1734, 0.9081, 3.2252], [-0.0801, 0.3591, 4.3326], [-0.7923, 2.1644, 2.9733], [-1.8136, 0.7717, 2.7089], [-0.8865, 3.2634, 1.2382], [-1.2031, 4.8026, -0.3710], [-0.9854, 5.6206, -2.6795], [-0.2288, 4.0652, -4.4613], [0.3241, 1.7261, -3.9086], [0.4960, -3.5961, 2.3793], [1.3511, -2.7588, 1.0768], [-1.2884, -4.2865, 0.8758], [0.2991, -4.7377, 0.2700], [-1.7086, -2.8442, -0.8796], [-0.5792, -3.9084, -1.7108], [1.2951, -3.0640, -2.4914], [3.3612, -2.3178, -3.4453], [5.5875, -1.3584, -3.0280], [5.9784, 0.0077, -0.9977], [4.1252, 0.4452, 0.5971], [-2.1973, -0.7300, -6.7333], [-3.3147, -1.2529, -6.0641], [-3.1461, -0.8995, -4.6760], [-3.9127, -1.4641, -3.7185], [-4.7732, -2.2908, -3.9660], [-3.6512, -0.9913, -2.3223], [-4.7321, -0.8493, -1.4563], [-4.4671, -0.3971, -0.1751], [-3.1578, -0.1820, 0.2063], [-2.0986, -0.4102, -0.5834], [-2.3760, -0.7583, -1.8496], [-2.3029, -0.8643, -7.6785], [-3.3759, -2.3439, -6.1387], [-4.2525, -0.8327, -6.4509], [-2.4839, -0.1651, -4.4777], [-5.7308, -1.0716, -1.8042], [-5.2652, -0.2177, 0.5307], [-2.9452, 0.1827, 1.1991], [-1.5169, -0.8866, -2.4960], [-0.0173, 1.9212, 7.1931], [0.1691, 2.9018, 6.0636], [-0.9293, 3.6461, 5.6349], [-0.7940, 4.5626, 4.6064], [0.4324, 4.7423, 3.9915], [1.5405, 3.9836, 4.3842], [2.7708, 4.1128, 3.7447], [2.8519, 4.8171, 2.5187], [3.0457, 6.1953, 2.5163], [3.1837, 6.8810, 1.3214], [3.1003, 6.2010, 0.1145], [2.8884, 4.8311, 0.1079], [2.7803, 4.1256, 1.3000], [2.5459, 2.6018, 1.2428], [2.9741, 1.9135, 2.2109], [1.9363, 2.2027, 0.2370], [1.4058, 3.0526, 5.4355], [2.5965, 2.2355, 5.8633], [-1.0403, 1.9619, 7.5643], [0.6544, 2.1354, 8.0256], [0.1815, 0.8976, 6.8658], [-1.8924, 3.5022, 6.1101], [-1.6547, 5.1306, 4.2735], [0.5350, 5.4530, 3.1818], [3.1855, 3.1931, 3.5869], [3.0992, 6.7142, 3.4656], [3.3545, 7.9505, 1.3320], [3.1903, 6.7393, -0.8209], [2.7850, 4.2851, -0.8213], [3.1922, 1.9320, 5.0035], [2.2919, 1.3298, 6.3823], [3.2393, 2.8159, 6.5301]], "atomic_forces_ev_per_a": [[1.5, 0.2, 0.0], [-0.1, 0.0, 0.0], [0.0, 0.1, -0.1], [0.2, 0.2, 0.2], [0.0, 0.0, -0.1], [0.0, -0.2, 0.3], [0.0, 0.2, -0.2], [0.0, 0.0, 0.1], [0.1, -0.2, -0.4], [-0.1, 0.0, 0.1], [0.0, 0.1, -0.1], [0.0, -0.1, 0.2], [0.0, -0.2, 0.0], [-0.3, 0.5, 0.0], [0.0, -0.4, 0.4], [0.1, -0.3, -0.2], [0.0, 0.2, 0.0], [-0.1, -0.3, 0.2], [-0.1, -0.2, -0.5], [0.0, 0.0, 0.0], [0.1, 0.4, 0.4], [0.0, -0.1, -0.1], [0.0, 0.0, -0.1], [-0.1, -0.1, 0.0], [-0.1, 0.2, 0.2], [0.3, -0.4, -0.8], [-0.7, -0.1, 0.7], [0.0, 0.0, 0.0], [0.0, 0.0, 0.0], [0.0, 0.0, 0.0], [0.0, -0.1, 0.0], [0.0, -0.1, -0.1], [0.0, 0.0, 0.0], [0.0, 0.0, 0.0], [0.0, 0.0, -0.1], [0.0, 0.0, 0.0], [0.0, -0.1, 0.1], [0.1, 0.0, 0.0], [0.0, 0.0, 0.0], [0.0, 0.0, 0.0], [0.0, 0.0, 0.0], [0.0, 0.1, 0.0], [0.0, 0.0, 0.1], [0.0, -0.1, 0.0], [0.0, 0.0, 0.0], [0.0, 0.0, 0.0], [0.0, 0.1, 0.0], [-0.1, -0.1, 0.1], [0.0, 0.0, 0.0], [0.0, 0.0, 0.0], [0.0, 0.0, 0.0], [0.0, 0.0, 0.0], [0.2, 0.1, 0.1], [-0.3, -0.3, -0.1], [0.2, 0.0, 0.0], [0.2, 0.1, -0.3], [-0.1, 0.1, 0.1], [-0.3, 0.0, 0.2], [0.4, 0.1, 0.1], [-0.3, 0.0, -0.2], [0.2, 0.0, 0.2], [-1.5, -0.2, -0.2], [0.3, 0.0, -0.1], [0.0, 0.0, 0.0], [0.0, 0.1, 0.0], [0.1, 0.0, 0.0], [-0.1, 0.0, 0.1], [0.0, 0.0, 0.0], [0.0, 0.0, 0.0], [0.1, 0.0, 0.0], [0.1, 0.0, 0.1], [0.0, 0.0, -0.1], [-0.1, 0.0, -0.1], [-0.1, 0.0, 0.0], [0.0, 0.0, 0.0], [0.0, 0.0, -0.1], [-0.3, 0.1, 0.0], [0.2, -0.1, 0.3], [0.1, 0.1, -0.5], [0.0, -0.1, 0.1], [-0.1, 0.1, 0.0], [0.0, 0.0, -0.1], [0.0, 0.1, 0.1], [-0.1, -0.4, 0.3], [0.0, 0.5, 0.0], [0.0, -0.1, 0.0], [0.4, 0.2, 0.0], [0.0, 0.0, 0.0], [-0.1, 0.1, -0.1], [0.0, 0.0, 0.0], [0.0, 0.0, 0.0], [0.0, 0.0, 0.1], [0.0, 0.0, 0.0], [0.0, 0.1, 0.0], [0.0, 0.0, 0.0], [0.0, 0.0, 0.0], [0.0, 0.0, 0.0], [0.0, 0.0, 0.0], [0.0, 0.0, 0.0], [0.0, 0.0, 0.0], [0.1, -0.1, 0.0], [0.0, 0.0, 0.1], [0.1, 0.0, 0.0]], "s_squared": 0.759, "max_force_ev_per_a": 1.53, "spin_multiplicity": 2, "e_tot_ha": -3491.2892, "lumo_energy_ha": [-0.0378, -0.0306], "gap_ev": [5.91, 6.10]}